Model 1:
Entry from the Open Molecules 2025 dataset: a cluster of 3 separate species, C2H8NO2 in total (ωB97M-V with the def2-TZVPD basis set).

Structure (ORCA input):
```
! wB97M-V def2-TZVPD RIJCOSX def2/J DEFGRID3
* xyz 1 1
N -0.325 0.661 1.176
H 0.613 -0.218 -0.436
H 3.471 -0.505 0.298
O 2.792 -0.401 -0.363
O -0.809 -1.741 -0.253
H -2.285 0.999 0.239
H -2.291 -0.980 -1.342
C -1.268 0.581 0.028
H -0.069 1.618 1.338
C -1.441 -0.814 -0.627
H -0.361 0.167 2.167
H 3.207 -0.516 -1.229
H -1.234 1.149 -0.996
*
```

* E_HOMO: -15.218 eV
* LUMO energy: -7.419 eV

Atomic partial charges in e from the natural (NBO) method, atoms 1 to 5: atom 1 (N): -0.744, atom 2 (H): 0.525, atom 3 (H): 0.508, atom 4 (O): -0.935, atom 5 (O): -0.444

Model 2:
Entry from the Open Molecules 2025 dataset: a cluster of 2 separate species, C2H8NO2 in total (ωB97M-V with the def2-TZVPD basis set).

Structure (ORCA input):
```
! wB97M-V def2-TZVPD RIJCOSX def2/J DEFGRID3
* xyz 1 1
O -1.834 -1.834 0.417
H 1.485 2.600 1.192
C 1.506 2.211 0.199
O -0.467 -0.313 -0.327
H -2.599 -2.391 0.155
H 0.506 2.235 -0.262
H -2.011 -0.978 -1.440
C -1.433 -1.018 -0.529
H 1.129 0.088 -0.306
H 2.259 2.647 -0.434
N 1.810 0.700 0.216
H 1.705 0.365 1.172
H 2.700 0.501 -0.246
*
```

* E_HOMO: -15.532 eV
* LUMO energy: -3.149 eV

Atomic partial charges in e from the natural (NBO) method, atoms 1 to 5: atom 1 (O): -0.630, atom 2 (H): 0.237, atom 3 (C): -0.403, atom 4 (O): -0.684, atom 5 (H): 0.515

Model 3:
Entry from the Open Molecules 2025 dataset: a cluster of 2 separate species, C2H8NO2 in total (ωB97M-V with the def2-TZVPD basis set).

Structure (ORCA input):
```
! wB97M-V def2-TZVPD RIJCOSX def2/J DEFGRID3
* xyz 1 1
H -0.386 -0.001 -0.478
H 1.346 1.189 1.520
H -0.585 -0.599 2.846
N 0.068 0.903 -0.232
O -0.178 -1.545 -2.559
H -0.645 1.592 -0.504
C -0.091 -0.455 1.902
H 0.959 1.055 -0.699
C 0.255 1.000 1.459
O 0.036 -1.351 1.109
H -0.678 -2.312 -2.866
H -0.349 1.798 1.880
H 0.248 -1.274 -3.378
*
```

* E_HOMO: -15.198 eV
* LUMO energy: -4.242 eV

Atomic partial charges in e from the natural (NBO) method, atoms 1 to 5: atom 1 (H): 0.481, atom 2 (H): 0.258, atom 3 (H): 0.173, atom 4 (N): -0.718, atom 5 (O): -0.964

Which of them is the most stable, and which is the least stable? model 2 and model 1, in that order.

Model 1:
Entry from the Open Molecules 2025 dataset: the ion C2H7N2O with charge -1 (ωB97M-V with the def2-TZVPD basis set).

Structure (ORCA input):
```
! wB97M-V def2-TZVPD RIJCOSX def2/J DEFGRID3
* xyz -1 1
H 1.584 -1.286 0.274
N -1.515 0.285 -0.602
H -0.073 -1.575 0.778
O -2.075 0.015 0.578
C 0.572 1.253 0.219
H 0.464 -1.771 -0.882
H 1.673 1.318 0.302
N 0.067 0.158 -0.602
H 0.111 2.157 0.037
C 0.490 -1.129 -0.083
H -1.533 -0.591 -1.285
H 0.235 1.166 1.268
*
```

* E_HOMO: -1.635 eV
* LUMO energy: 4.526 eV
* SMILES: CN(C)N[O-]

Atomic partial charges in e from the natural (NBO) method, atoms 1 to 5: atom 1 (H): 0.153, atom 2 (N): -0.178, atom 3 (H): 0.184, atom 4 (O): -0.790, atom 5 (C): -0.432

Model 2:
Entry from the Open Molecules 2025 dataset: a cluster of 2 separate species, C2H7N2O in total (ωB97M-V with the def2-TZVPD basis set).

Structure (ORCA input):
```
! wB97M-V def2-TZVPD RIJCOSX def2/J DEFGRID3
* xyz -1 1
C 0.005 1.295 -0.274
H 1.051 1.615 0.060
H 1.338 -0.871 0.597
O -2.287 0.188 0.302
N -1.387 -0.660 0.105
H -0.963 1.568 0.391
C 0.807 -1.026 -0.300
H -0.014 1.782 -1.222
H 0.334 -1.893 -0.379
H -0.069 -0.929 2.157
H 1.456 -0.944 -1.097
N -0.272 -0.126 -0.342
*
```

* E_HOMO: -1.074 eV
* LUMO energy: 4.232 eV

Atomic partial charges in e from the natural (NBO) method, atoms 1 to 5: atom 1 (C): -0.500, atom 2 (H): 0.196, atom 3 (H): 0.234, atom 4 (O): -0.518, atom 5 (N): 0.247

Which of them is the most stable, and which is the least stable? model 1 and model 2, in that order.

Model 1:
Entry from the Open Molecules 2025 dataset: the molecule C4H6ClFN2 (ωB97M-V with the def2-TZVPD basis set).

Structure (ORCA input):
```
! wB97M-V def2-TZVPD RIJCOSX def2/J DEFGRID3
* xyz 0 1
N 1.041 -1.166 -0.415
H 3.668 0.591 0.252
C 1.768 1.479 0.455
H 2.271 2.096 1.313
N 2.716 0.419 -0.005
C 2.252 -0.872 -0.130
H 1.667 2.107 -0.507
C 0.108 -0.150 -0.631
Cl -2.563 0.669 -0.140
H 0.467 0.660 -1.268
H 0.828 1.156 0.847
H 2.849 -1.703 0.127
C -1.071 -0.301 -0.050
F -1.423 -1.332 0.743
*
```

* E_HOMO: -8.484 eV
* LUMO energy: 0.696 eV
* SMILES: CN/C=N\C=C(/F)Cl

Atomic partial charges in e from the natural (NBO) method, atoms 1 to 5: atom 1 (N): -0.496, atom 2 (H): 0.396, atom 3 (C): -0.431, atom 4 (H): 0.205, atom 5 (N): -0.637

Model 2:
Entry from the Open Molecules 2025 dataset: the molecule C4H6ClFN2 (ωB97M-V with the def2-TZVPD basis set).

Structure (ORCA input):
```
! wB97M-V def2-TZVPD RIJCOSX def2/J DEFGRID3
* xyz 0 1
C -1.121 0.717 -1.059
C 1.011 -1.193 1.172
N 1.814 -0.940 0.178
H -1.904 1.240 -0.498
H 1.410 -1.823 1.972
C -0.323 -0.493 1.022
N 1.136 -0.137 -0.756
H 1.727 0.612 -1.102
H -0.712 -0.016 1.926
H 0.255 1.450 0.434
F -1.555 -0.457 -1.589
H -1.080 -1.255 0.757
Cl -0.676 1.798 -2.391
C 0.018 0.496 -0.065
*
```

* E_HOMO: -9.110 eV
* LUMO energy: 0.803 eV
* SMILES: F[C@H](Cl)[C@H]1CC=NN1

Atomic partial charges in e from the natural (NBO) method, atoms 1 to 5: atom 1 (C): 0.218, atom 2 (C): 0.018, atom 3 (N): -0.209, atom 4 (H): 0.173, atom 5 (H): 0.213

Which of them is the most stable, and which is the least stable? model 2 and model 1, in that order.

Model 1:
Entry from the Open Molecules 2025 dataset: a structure of composition C47H56ClIN4O5PTa (ωB97M-V with the def2-TZVPD basis set).

Structure (ORCA input):
```
! wB97M-V def2-TZVPD RIJCOSX def2/J DEFGRID3
* xyz 0 1
C -3.323 -1.514 -0.624
H 2.687 -0.373 -1.872
H 2.830 -4.519 5.072
H 1.531 -2.578 0.708
H -0.187 -3.418 -3.660
C -1.721 -4.273 -0.775
H -0.566 -2.775 0.194
H 1.069 -3.976 -0.945
C -0.421 3.392 3.404
N 2.026 -0.461 -1.094
C -0.919 5.395 5.062
C 2.772 5.026 -2.700
C 6.512 -0.594 2.928
C -1.174 4.280 4.115
H 5.128 7.368 -3.347
C 3.571 4.065 -2.080
C 2.544 -4.106 4.114
H 7.630 1.165 3.428
O -0.890 -0.296 -0.513
C 2.422 1.875 -1.166
C 1.820 -4.870 3.214
H -1.979 -0.022 2.180
H -0.357 -1.079 -4.753
O -1.857 5.994 5.531
H 5.146 -2.170 2.433
H 0.900 -4.946 1.284
C -3.689 2.363 2.325
C -5.733 -1.747 -1.448
C -0.602 -5.316 -2.754
H 1.060 -2.431 -1.721
C 4.692 6.443 -2.994
H -6.164 -2.163 0.606
C 0.054 0.658 -3.554
H -1.192 -4.987 -0.132
C 5.490 5.490 -2.374
N -1.222 2.554 2.679
H 7.377 -1.244 2.936
C 1.030 3.317 3.225
H -2.664 -4.071 -0.270
C 4.292 1.082 2.877
C 2.903 -2.807 3.788
C -0.839 -3.016 -0.843
H -3.998 -2.548 -2.450
C -1.942 -4.948 -2.126
H -1.158 1.411 -5.175
H -0.746 -5.812 -3.716
N 1.908 -0.119 1.731
Ta 0.490 1.043 1.209
C -2.373 1.227 -3.408
C 0.271 -4.075 -2.918
H -3.134 0.484 0.146
H -3.174 -1.982 0.360
C 2.975 2.849 -1.605
C 0.471 -3.336 -1.594
C -2.459 2.937 2.919
H -4.423 -3.362 -0.972
H -0.094 -6.034 -2.099
C 2.518 -2.263 2.566
C 6.653 0.759 3.200
C 5.258 -1.115 2.646
H -7.153 -0.891 -0.067
C 1.791 -3.029 1.660
H -4.026 1.484 2.878
C -5.156 -0.234 0.508
H -5.644 0.741 0.567
H -6.447 -2.480 -1.828
C 1.452 -4.336 1.986
H -2.796 -0.433 -4.691
Cl -0.220 0.022 3.792
O 1.811 3.988 3.885
H -4.868 -0.500 1.530
H -2.490 -4.282 -2.800
H 3.432 1.733 2.840
O 1.406 2.499 2.289
P -1.608 -1.401 -1.251
H 0.218 0.893 -2.505
C -2.730 -0.242 -3.614
C -1.655 -1.201 -3.064
H -5.766 -0.901 -2.141
H 6.548 5.671 -2.243
H -4.498 3.093 2.319
C 1.774 0.702 -0.621
H 2.708 6.949 -3.634
H -3.179 1.858 -3.793
H -3.713 -0.469 -3.207
H -3.255 4.474 4.166
C 3.334 6.208 -3.155
H -4.124 0.389 -1.282
H -3.474 2.079 1.298
H -0.803 -1.377 1.956
C -4.337 -2.375 -1.429
H 1.546 -5.886 3.466
H 1.249 -4.350 -3.319
C 4.142 -0.279 2.618
C 5.543 1.594 3.176
H 5.650 2.650 3.387
H 0.515 -1.420 -3.271
I -0.662 2.999 -0.411
C -0.292 -0.821 -3.689
H 1.712 4.838 -2.809
O 0.338 5.670 5.346
H -0.792 2.603 -3.928
H 5.550 3.558 -1.434
H 0.963 5.069 4.849
H 3.467 -2.206 4.489
C 2.808 -0.834 2.264
H -1.904 -2.212 -3.401
C -6.138 -1.289 -0.050
C 4.935 4.305 -1.919
C -1.052 1.555 -4.093
H -2.565 -5.835 -1.994
C -3.894 -0.119 -0.345
H -2.271 1.445 -2.341
H 0.995 0.850 -4.075
N -2.465 3.967 3.796
C -0.935 -0.316 2.137
*
```

* E_HOMO: -8.196 eV
* LUMO energy: -0.761 eV

Atomic partial charges in e from the Mulliken method, atoms 1 to 5: atom 1 (C): 0.118, atom 2 (H): 0.314, atom 3 (H): 0.407, atom 4 (H): -0.176, atom 5 (H): 0.139

Model 2:
Entry from the Open Molecules 2025 dataset: a structure of composition C47H56ClIN4O5PTa (ωB97M-V with the def2-TZVPD basis set).

Structure (ORCA input):
```
! wB97M-V def2-TZVPD RIJCOSX def2/J DEFGRID3
* xyz 0 1
C -4.294 0.639 1.022
O -0.565 -0.266 -2.201
H 1.684 4.102 -2.197
C 1.914 -3.149 -3.083
H 0.134 1.683 -7.930
H -3.003 -3.170 -4.590
N 1.543 2.492 0.347
C 3.128 -4.521 1.441
H 2.994 -1.746 -4.343
H 0.373 -2.494 -1.742
H 3.853 4.656 0.296
C -1.059 2.014 -0.921
C 2.344 3.279 -0.336
I 2.248 -0.486 -0.446
O 1.402 2.004 3.869
C -3.140 0.000 3.235
C -0.575 -3.223 -3.531
C 0.154 -2.678 0.966
H 5.028 -5.507 1.505
H 1.044 -0.973 -5.633
C 0.625 2.978 -6.271
O 3.265 3.872 4.136
H -0.385 2.567 -1.566
C -5.536 0.511 -1.031
H -1.335 1.745 -4.233
H -5.071 1.970 2.517
C -6.268 1.981 0.730
H -3.060 -2.146 -2.310
C -4.462 0.111 -0.251
H -5.227 -1.306 5.564
H 3.277 -4.102 0.453
H -4.365 -0.472 -6.818
H -2.885 -1.291 -6.342
C -3.068 0.276 1.779
C 4.107 -5.301 2.037
H -1.137 0.681 3.609
H 0.392 3.605 -4.197
H -4.526 -3.532 -3.803
H -1.233 0.185 6.027
C -3.240 -0.586 5.947
H -1.543 -3.299 -3.042
O 4.420 5.081 2.662
H -5.637 -1.724 -5.087
H 2.124 -4.005 -3.739
C 0.935 -3.419 1.494
H 1.305 1.003 -6.821
H 2.574 -5.940 4.987
C -6.434 1.456 -0.545
H 2.191 2.403 -2.239
H -4.586 -1.397 -2.667
H 3.402 3.689 -2.147
H -2.038 1.875 -1.366
C 0.938 -1.848 -4.993
H 0.863 1.489 -3.119
C 2.410 3.381 -1.817
H -0.489 -4.086 -4.203
H -3.747 -0.634 -0.585
H -3.281 -0.808 7.007
C 1.231 1.828 2.672
H -5.673 0.091 -2.020
C 0.524 -3.294 -2.470
C 0.386 1.594 -6.872
H 1.543 0.816 -4.576
H -4.836 -2.843 -6.186
C -0.491 -1.956 -4.423
C -3.634 -1.702 -3.118
C -0.786 -1.784 0.311
N -1.895 -2.212 -0.162
C 3.912 -5.812 3.313
C 2.730 -5.544 3.991
C 1.939 -4.249 2.119
H -7.268 1.777 -1.157
C -2.927 -0.422 -3.623
Ta -0.256 0.420 0.339
C 1.744 -4.770 3.398
C -0.625 0.988 -4.598
H -0.802 -0.165 -6.475
C -3.635 0.118 -4.879
C -0.758 0.876 -6.148
H 2.039 3.180 -4.624
H 2.666 -3.145 -2.292
O 0.515 0.852 2.192
H 4.682 -6.415 3.780
C -4.336 -0.860 5.140
H -4.623 0.468 -4.560
P -1.100 -0.461 -3.603
C 3.580 4.251 2.912
C -3.850 -0.927 -5.969
H -6.967 2.715 1.110
C -4.291 -0.559 3.786
H -1.957 -3.223 -0.001
C -2.090 -0.027 5.399
C -3.930 -2.721 -4.225
C 2.838 3.610 1.793
H -3.035 0.342 -2.845
H 0.437 -4.242 -1.931
H 1.090 -2.723 -5.635
Cl -1.298 3.039 0.585
H 1.412 3.490 -6.825
C 2.003 -1.858 -3.895
C 1.854 2.681 1.662
C 0.995 2.894 -4.770
H 2.549 3.176 4.120
N -1.959 0.246 1.167
C -2.033 0.257 4.044
H -1.186 -2.075 -5.261
H 1.850 -1.016 -3.215
H -0.283 3.574 -6.402
C -5.206 1.564 1.522
N 3.135 3.981 0.513
H 0.821 -4.553 3.922
H -5.143 -0.772 3.152
C -4.657 -2.094 -5.412
H -3.121 0.991 -5.272
H -1.693 1.334 -6.470
C 0.773 1.492 -4.202
*
```

* E_HOMO: -8.272 eV
* LUMO energy: -0.771 eV

Atomic partial charges in e from the Mulliken method, atoms 1 to 5: atom 1 (C): -0.293, atom 2 (O): 0.942, atom 3 (H): 0.236, atom 4 (C): -1.648, atom 5 (H): 0.543

Which of them is the most stable, and which is the least stable? model 1 and model 2, in that order.